[1]
{"formula": "C2H9N3O", "method": "ωB97M-V/def2-TZVPD", "de_lowest_kcal_mol": 134.8, "energy_ha": -320.9169, "fmax_ev_per_a": 2.879, "charge": 0, "symbols": ["C", "C", "N", "N", "N", "O", "H", "H", "H", "H", "H", "H", "H", "H", "H"], "positions_angstrom": [[1.6433, 0.5860, -0.0634], [-1.4836, 0.7403, 1.0859], [1.1345, -0.5914, 0.5997], [0.4375, -1.4472, -0.0549], [-0.5402, -1.3068, -0.9198], [-0.2268, -0.4299, -1.9909], [-0.6168, -0.8706, -2.7559], [0.2184, -2.2656, 0.5187], [-1.4295, -0.0534, 0.1913], [0.9357, 1.0701, -0.7391], [2.5400, 0.3241, -0.6341], [1.9171, 1.2874, 0.7188], [-2.4996, 0.7722, 1.4712], [-0.8201, 0.4810, 1.9013], [-1.2099, 1.7038, 0.6712]]}

=====

[2]
{"formula": "C3H11NOS", "method": "ωB97M-V/def2-TZVPD", "de_lowest_kcal_mol": 16.9, "energy_ha": -649.0550, "fmax_ev_per_a": 0.939, "charge": 0, "symbols": ["C", "S", "C", "H", "H", "H", "H", "H", "H", "N", "C", "O", "H", "H", "H", "H", "H"], "positions_angstrom": [[-0.7532, -1.7187, 2.8184], [0.7464, -0.7667, 2.5443], [1.3167, -1.4573, 0.9683], [-1.5661, -1.6106, 2.1187], [-1.1131, -1.3731, 3.7886], [-0.4981, -2.7797, 2.9198], [2.4101, -1.5352, 0.9549], [0.9566, -2.4686, 0.8054], [1.0000, -0.7812, 0.1745], [-1.1071, 1.1938, -1.6451], [0.1928, 1.7179, -1.9499], [0.1820, 3.0050, -2.5631], [-1.7149, 1.9623, -1.3850], [-1.5491, 0.7460, -2.4370], [0.7276, 1.8931, -1.0214], [0.7216, 1.0109, -2.5730], [0.0478, 2.9621, -3.5184]]}

=====

[3]
{"formula": "C2H2N2O4", "method": "ωB97M-V/def2-TZVPD", "de_lowest_kcal_mol": 0.0, "energy_ha": -487.8713, "fmax_ev_per_a": 4.959, "charge": -2, "symbols": ["C", "C", "N", "N", "O", "O", "O", "O", "H", "H"], "positions_angstrom": [[-0.6805, -1.0405, 0.6208], [-0.4581, 0.8304, -1.1094], [1.1218, 0.5262, 0.6361], [-0.2259, 0.2713, 0.2926], [0.0759, -1.7341, 1.4174], [0.5597, 0.9240, -1.8118], [-1.8051, -1.3844, 0.1870], [-1.6319, 1.2094, -1.3543], [1.2684, -0.1522, 1.2554], [1.7756, 0.5500, -0.1339]]}